{"formula": "C39H84Br2F3NO19S", "method": "wB97M-V/def2-TZVPD", "fmax_ha_per_bohr": 0.00749, "total_charge": 0, "e_lumo_ha": 0.011, "e_tot_ha": -8866.19175, "orbital_gap_ev": 9.464, "elements": ["C", "C", "C", "N", "C", "C", "C", "C", "F", "Br", "C", "F", "F", "Br", "C", "O", "S", "O", "O", "O", "H", "H", "H", "H", "H", "H", "H", "H", "H", "H", "H", "H", "H", "H", "C", "O", "C", "C", "O", "C", "C", "O", "C", "H", "H", "H", "H", "H", "H", "H", "H", "H", "H", "H", "H", "H", "H", "C", "O", "C", "C", "O", "C", "C", "O", "C", "H", "H", "H", "H", "H", "H", "H", "H", "H", "H", "H", "H", "H", "H", "C", "O", "C", "C", "O", "C", "C", "O", "C", "H", "H", "H", "H", "H", "H", "H", "H", "H", "H", "H", "H", "H", "H", "C", "O", "C", "C", "O", "C", "C", "O", "C", "H", "H", "H", "H", "H", "H", "H", "H", "H", "H", "H", "H", "H", "H", "C", "O", "C", "C", "O", "C", "C", "O", "C", "H", "H", "H", "H", "H", "H", "H", "H", "H", "H", "H", "H", "H", "H"], "positions_angstrom": [[1.263, 2.285, 1.515], [-0.132, 1.808, 1.976], [-0.830, 0.850, 0.989], [-1.857, 1.531, 0.172], [-3.174, 1.637, 0.771], [-4.011, 2.647, -0.012], [-3.416, 4.055, -0.184], [-3.850, 5.183, 0.770], [-5.061, 4.899, 1.333], [-4.129, 6.808, -0.305], [-2.792, 5.526, 1.900], [-1.652, 4.863, 1.618], [-2.471, 6.826, 1.932], [-3.378, 5.049, 3.672], [-3.918, 0.285, 0.866], [-4.771, 0.429, 2.025], [-3.804, 1.022, 3.136], [-2.858, 0.026, 3.517], [-4.583, 1.721, 4.086], [-3.070, 2.060, 2.160], [2.025, 2.106, 2.282], [1.274, 3.362, 1.311], [1.580, 1.781, 0.597], [-0.780, 2.676, 2.130], [-0.059, 1.313, 2.951], [-1.238, -0.025, 1.517], [-0.092, 0.475, 0.272], [-1.998, 1.000, -0.687], [-5.036, 2.663, 0.371], [-4.059, 2.230, -1.028], [-3.727, 4.387, -1.177], [-2.325, 3.989, -0.210], [-4.541, 0.059, -0.001], [-3.240, -0.554, 1.055], [4.336, -4.646, 2.493], [3.829, -3.933, 1.388], [2.819, -3.018, 1.760], [2.545, -2.033, 0.646], [3.499, -0.988, 0.553], [4.749, -1.304, -0.038], [4.713, -1.375, -1.547], [4.161, -2.602, -1.984], [3.797, -2.572, -3.343], [3.548, -5.229, 2.987], [5.099, -5.331, 2.129], [4.787, -3.969, 3.228], [3.119, -2.465, 2.660], [1.890, -3.562, 1.988], [1.602, -1.534, 0.879], [2.435, -2.559, -0.306], [5.162, -2.228, 0.375], [5.408, -0.477, 0.235], [5.738, -1.273, -1.931], [4.119, -0.535, -1.932], [3.035, -1.807, -3.534], [3.393, -3.550, -3.596], [4.662, -2.368, -3.987], [1.147, 4.085, 4.380], [2.433, 3.846, 4.903], [2.566, 4.296, 6.237], [3.805, 3.708, 6.873], [3.646, 2.364, 7.299], [3.735, 1.366, 6.296], [5.154, 1.012, 5.910], [5.695, 1.984, 5.036], [7.094, 1.883, 4.925], [0.905, 5.155, 4.364], [1.136, 3.707, 3.358], [0.378, 3.564, 4.963], [1.686, 4.005, 6.825], [2.643, 5.393, 6.254], [4.009, 4.272, 7.785], [4.659, 3.813, 6.200], [3.161, 1.641, 5.408], [3.284, 0.475, 6.739], [5.151, 0.030, 5.415], [5.766, 0.936, 6.818], [7.583, 2.037, 5.895], [7.424, 2.656, 4.234], [7.398, 0.905, 4.534], [-7.733, 1.429, -3.672], [-6.612, 0.809, -4.258], [-5.404, 1.466, -3.929], [-4.211, 0.589, -4.236], [-3.968, -0.414, -3.260], [-4.799, -1.565, -3.293], [-4.457, -2.556, -4.381], [-4.976, -2.131, -5.626], [-4.406, -2.827, -6.710], [-7.836, 2.469, -4.004], [-8.614, 0.871, -3.980], [-7.666, 1.419, -2.577], [-5.398, 1.729, -2.862], [-5.319, 2.394, -4.513], [-3.324, 1.226, -4.218], [-4.304, 0.156, -5.234], [-5.855, -1.291, -3.348], [-4.620, -2.061, -2.335], [-4.883, -3.534, -4.116], [-3.366, -2.663, -4.441], [-3.322, -2.666, -6.760], [-4.865, -2.445, -7.620], [-4.596, -3.904, -6.641], [7.663, -6.725, 7.939], [6.918, -7.560, 7.085], [5.870, -6.864, 6.438], [5.310, -7.671, 5.287], [6.096, -7.621, 4.106], [7.291, -8.386, 4.101], [7.072, -9.867, 3.886], [6.645, -10.494, 5.080], [6.109, -11.775, 4.849], [7.036, -6.294, 8.729], [8.437, -7.336, 8.399], [8.135, -5.906, 7.384], [6.233, -5.900, 6.057], [5.061, -6.666, 7.156], [4.357, -7.216, 5.010], [5.124, -8.701, 5.598], [7.876, -8.218, 5.008], [7.861, -8.014, 3.247], [8.016, -10.318, 3.548], [6.323, -10.008, 3.095], [5.229, -11.727, 4.197], [5.816, -12.186, 5.813], [6.847, -12.443, 4.389], [-5.293, 2.510, -10.302], [-5.774, 3.608, -9.564], [-6.062, 3.266, -8.221], [-6.205, 4.501, -7.363], [-4.966, 5.069, -6.966], [-4.296, 5.865, -7.930], [-4.837, 7.272, -8.039], [-6.032, 7.291, -8.796], [-6.746, 8.495, -8.640], [-6.026, 1.695, -10.334], [-5.105, 2.854, -11.317], [-4.360, 2.122, -9.876], [-5.260, 2.639, -7.810], [-6.999, 2.693, -8.184], [-6.684, 4.197, -6.429], [-6.842, 5.243, -7.850], [-4.295, 5.384, -8.911], [-3.265, 5.935, -7.576], [-4.081, 7.906, -8.523], [-5.021, 7.666, -7.031], [-7.042, 8.650, -7.596], [-7.639, 8.429, -9.258], [-6.153, 9.359, -8.965]]}

---

{"formula": "C39H84Br2NO12S9", "method": "wB97M-V/def2-TZVPD", "fmax_ha_per_bohr": 0.09262, "total_charge": -1, "de_lowest_ev": 2.905, "e_lumo_ha": 0.055, "e_tot_ha": -11225.36940, "orbital_gap_ev": 5.829, "elements": ["C", "C", "N", "C", "C", "C", "C", "C", "O", "C", "C", "C", "C", "C", "C", "C", "C", "C", "C", "C", "O", "O", "C", "Br", "C", "C", "Br", "H", "H", "H", "H", "H", "H", "H", "H", "H", "H", "H", "H", "H", "H", "H", "H", "H", "H", "H", "H", "H", "H", "H", "H", "H", "H", "H", "H", "H", "H", "C", "S", "O", "C", "H", "H", "H", "H", "H", "H", "C", "S", "O", "C", "H", "H", "H", "H", "H", "H", "C", "S", "O", "C", "H", "H", "H", "H", "H", "H", "C", "S", "O", "C", "H", "H", "H", "H", "H", "H", "C", "S", "O", "C", "H", "H", "H", "H", "H", "H", "C", "S", "O", "C", "H", "H", "H", "H", "H", "H", "C", "S", "O", "C", "H", "H", "H", "H", "H", "H", "C", "S", "O", "C", "H", "H", "H", "H", "H", "H", "C", "S", "O", "C", "H", "H", "H", "H", "H", "H"], "positions_angstrom": [[3.114, 2.350, 1.799], [3.477, 1.358, 0.647], [2.535, 0.853, -0.339], [3.188, -0.131, -1.220], [4.736, -0.232, -1.327], [5.410, -1.310, -0.362], [4.917, -2.777, -0.623], [5.873, -3.822, 0.086], [6.578, -4.568, -0.918], [5.955, -5.827, -1.173], [1.163, 0.469, 0.097], [0.264, -0.277, -0.990], [-0.237, -1.718, -0.660], [0.622, -2.902, -0.516], [0.160, -4.242, -0.245], [-1.262, -4.527, -0.083], [-2.161, -3.397, -0.258], [-1.690, -2.026, -0.546], [-2.861, -1.024, -0.743], [1.352, -0.290, 1.467], [2.126, -1.287, 1.469], [0.913, 0.086, 2.628], [0.391, 1.885, 0.199], [1.130, 3.499, -0.696], [-0.814, 2.082, 0.803], [-1.623, 0.957, 1.482], [-1.687, 3.862, 0.822], [3.875, 2.211, 2.615], [3.209, 3.435, 1.504], [2.114, 2.227, 2.277], [4.253, 1.960, 0.085], [3.973, 0.481, 1.165], [2.804, 0.062, -2.272], [2.816, -1.163, -0.966], [5.329, 0.707, -1.234], [4.968, -0.623, -2.363], [6.510, -1.286, -0.634], [5.356, -1.029, 0.717], [3.915, -2.869, -0.105], [4.716, -3.003, -1.703], [6.570, -3.233, 0.744], [5.254, -4.471, 0.770], [5.140, -5.679, -1.930], [6.735, -6.510, -1.599], [5.552, -6.326, -0.248], [-0.682, 0.292, -1.210], [0.717, -0.337, -2.022], [1.732, -2.802, -0.617], [0.870, -5.101, -0.150], [-1.585, -5.567, 0.130], [-3.253, -3.631, -0.167], [-3.620, -1.244, 0.062], [-2.606, 0.052, -0.817], [-3.392, -1.308, -1.705], [-2.703, 1.024, 1.180], [-1.598, 1.152, 2.592], [-1.276, -0.079, 1.271], [3.660, 2.234, -6.753], [3.500, 1.502, -5.112], [4.865, 1.119, -4.661], [2.676, -0.001, -5.658], [4.190, 3.181, -6.656], [4.225, 1.565, -7.405], [2.668, 2.415, -7.169], [3.304, -0.530, -6.378], [1.716, 0.253, -6.110], [2.509, -0.635, -4.787], [-3.938, -4.418, -5.003], [-2.857, -3.113, -4.389], [-3.642, -2.301, -3.417], [-2.796, -2.192, -5.934], [-4.148, -5.105, -4.183], [-4.873, -3.986, -5.364], [-3.436, -4.957, -5.808], [-3.801, -1.903, -6.240], [-2.332, -2.809, -6.703], [-2.195, -1.298, -5.777], [2.076, 3.879, 6.903], [2.026, 3.495, 5.139], [1.467, 4.691, 4.441], [0.719, 2.272, 5.249], [2.817, 4.663, 7.064], [1.097, 4.230, 7.234], [2.364, 2.987, 7.461], [-0.172, 2.722, 5.683], [1.055, 1.434, 5.861], [0.492, 1.915, 4.241], [-2.118, -0.079, -10.784], [-2.901, -1.359, -9.783], [-2.840, -0.906, -8.365], [-1.612, -2.595, -9.988], [-2.745, 0.811, -10.756], [-1.133, 0.157, -10.378], [-2.027, -0.428, -11.814], [-0.666, -2.198, -9.624], [-1.526, -2.867, -11.042], [-1.882, -3.475, -9.409], [1.362, -3.579, -5.666], [1.045, -3.284, -7.415], [-0.287, -3.875, -7.731], [2.301, -4.425, -8.025], [0.656, -2.989, -5.083], [1.227, -4.637, -5.438], [2.380, -3.269, -5.424], [2.105, -5.429, -7.645], [3.286, -4.086, -7.703], [2.258, -4.433, -9.114], [-3.457, 3.807, 4.538], [-3.364, 2.905, 6.093], [-2.180, 2.006, 6.004], [-4.828, 1.897, 5.816], [-2.604, 4.484, 4.476], [-3.423, 3.106, 3.702], [-4.382, 4.385, 4.508], [-4.716, 1.319, 4.899], [-5.704, 2.543, 5.749], [-4.945, 1.217, 6.660], [5.295, -0.200, 5.221], [5.984, 0.854, 3.933], [6.749, -0.022, 3.003], [7.182, 1.688, 4.994], [4.540, -0.844, 4.770], [6.084, -0.814, 5.660], [4.830, 0.421, 5.989], [7.852, 0.954, 5.446], [6.655, 2.244, 5.770], [7.760, 2.379, 4.382], [-5.576, 6.852, 8.959], [-5.900, 6.441, 7.234], [-6.106, 4.968, 7.160], [-4.230, 6.781, 6.648], [-6.486, 6.675, 9.531], [-4.774, 6.222, 9.346], [-5.299, 7.904, 9.036], [-3.514, 6.156, 7.183], [-3.998, 7.836, 6.802], [-4.186, 6.554, 5.583], [-9.609, 0.004, 3.958], [-8.267, 1.086, 4.488], [-7.053, 0.241, 4.651], [-8.928, 1.407, 6.134], [-9.386, -0.353, 2.953], [-9.689, -0.847, 4.636], [-10.545, 0.564, 3.944], [-9.051, 0.467, 6.674], [-9.886, 1.920, 6.048], [-8.223, 2.043, 6.669]]}

---

{"formula": "C39H87N8O6P2S", "method": "wB97M-V/def2-TZVPD", "fmax_ha_per_bohr": 0.14119, "total_charge": 1, "e_lumo_ha": -0.087, "e_tot_ha": -3508.12819, "orbital_gap_ev": 7.429, "elements": ["C", "C", "C", "O", "O", "C", "C", "C", "C", "C", "C", "C", "C", "S", "N", "C", "C", "C", "C", "C", "C", "C", "C", "C", "C", "C", "C", "N", "C", "C", "O", "C", "C", "O", "H", "H", "H", "H", "H", "H", "H", "H", "H", "H", "H", "H", "H", "H", "H", "H", "H", "H", "H", "H", "H", "H", "H", "H", "H", "H", "H", "H", "H", "H", "H", "H", "H", "H", "H", "H", "H", "H", "H", "H", "H", "H", "H", "H", "H", "H", "H", "H", "H", "H", "H", "O", "P", "N", "C", "C", "N", "C", "C", "N", "C", "C", "H", "H", "H", "H", "H", "H", "H", "H", "H", "H", "H", "H", "H", "H", "H", "H", "H", "H", "O", "P", "N", "C", "C", "N", "C", "C", "N", "C", "C", "H", "H", "H", "H", "H", "H", "H", "H", "H", "H", "H", "H", "H", "H", "H", "H", "H", "H"], "positions_angstrom": [[0.943, 5.911, 2.130], [1.642, 6.890, 2.724], [2.540, 7.776, 1.878], [2.122, 8.881, 1.624], [3.771, 7.314, 1.463], [3.685, 6.677, 0.172], [4.737, 5.549, 0.025], [5.422, 5.143, 1.338], [4.532, 4.345, 2.324], [4.046, 3.068, 1.615], [3.518, 1.990, 2.578], [2.308, 1.200, 2.014], [1.300, 0.991, 3.195], [0.444, 2.604, 3.417], [0.281, -0.017, 2.970], [0.761, -1.208, 2.313], [1.485, -0.871, 0.982], [0.587, -0.149, -0.013], [-0.569, -1.037, -0.550], [-1.654, -0.070, -1.078], [-2.756, 0.167, -0.030], [-4.136, 0.442, -0.642], [-4.198, 1.765, -1.421], [-4.419, 2.996, -0.532], [-5.791, 3.014, 0.138], [-6.126, 4.369, 0.786], [-4.969, 4.924, 1.659], [2.718, -0.082, 1.360], [3.680, 0.076, 0.255], [4.273, -1.272, -0.206], [5.294, -1.064, -1.151], [6.479, -0.675, -0.583], [7.359, 0.168, -1.476], [6.829, -0.994, 0.529], [-0.093, 5.679, 2.349], [1.448, 5.276, 1.404], [1.562, 7.032, 3.797], [3.850, 7.454, -0.578], [2.693, 6.271, -0.036], [4.302, 4.713, -0.523], [5.528, 5.961, -0.607], [6.247, 4.469, 1.076], [5.860, 6.026, 1.799], [5.176, 4.106, 3.173], [3.690, 4.978, 2.602], [3.274, 3.373, 0.902], [4.889, 2.712, 1.012], [3.202, 2.508, 3.485], [4.302, 1.289, 2.890], [1.827, 1.884, 1.320], [1.858, 0.850, 4.125], [-0.711, 2.392, 2.753], [-0.553, 0.351, 2.541], [-0.099, -1.816, 2.047], [1.466, -1.780, 2.928], [1.743, -1.835, 0.538], [0.152, 0.760, 0.411], [1.131, 0.182, -0.902], [-0.170, -1.572, -1.414], [-0.962, -1.714, 0.205], [-2.082, -0.449, -2.009], [-1.210, 0.901, -1.317], [-2.835, -0.723, 0.607], [-2.528, 1.004, 0.645], [-4.332, -0.360, -1.360], [-4.897, 0.451, 0.139], [-3.325, 1.936, -2.058], [-5.071, 1.706, -2.080], [-4.360, 3.886, -1.171], [-3.634, 3.117, 0.223], [-6.581, 2.826, -0.596], [-5.867, 2.257, 0.921], [-6.324, 5.124, 0.019], [-7.030, 4.290, 1.393], [-4.381, 5.635, 1.075], [-5.337, 5.472, 2.527], [-4.333, 4.101, 1.990], [3.173, -0.648, 2.085], [3.231, 0.524, -0.631], [4.528, 0.709, 0.510], [3.505, -1.867, -0.699], [4.593, -1.830, 0.682], [7.001, 1.199, -1.429], [7.210, -0.172, -2.504], [8.397, 0.067, -1.182], [6.730, -7.083, -2.378], [6.985, -5.939, -3.325], [6.264, -4.682, -2.392], [5.442, -3.585, -2.830], [7.072, -4.293, -1.246], [5.971, -6.531, -4.637], [4.628, -6.017, -4.864], [5.880, -7.996, -4.688], [7.857, -4.853, -4.401], [7.303, -4.248, -5.592], [9.158, -5.466, -4.755], [6.028, -2.746, -3.241], [4.877, -3.191, -1.986], [4.685, -3.875, -3.553], [7.934, -3.677, -1.548], [7.447, -5.175, -0.724], [6.479, -3.728, -0.524], [3.986, -6.105, -3.976], [4.155, -6.562, -5.683], [4.628, -4.981, -5.203], [5.166, -8.394, -3.959], [6.847, -8.459, -4.498], [5.559, -8.313, -5.682], [7.066, -4.975, -6.376], [8.044, -3.552, -5.993], [6.423, -3.641, -5.388], [9.024, -6.338, -5.409], [9.679, -5.796, -3.851], [9.808, -4.749, -5.258], [-7.535, 0.275, 0.877], [-8.527, -0.460, 1.747], [-7.710, -1.970, 1.844], [-8.259, -3.304, 1.787], [-6.546, -1.928, 2.715], [-9.854, -0.442, 0.589], [-10.179, -1.602, -0.229], [-9.826, 0.718, -0.309], [-9.616, -0.776, 3.093], [-10.870, -1.491, 2.990], [-9.861, 0.487, 3.825], [-8.686, -3.637, 2.746], [-7.466, -4.012, 1.529], [-9.005, -3.427, 1.008], [-6.833, -1.929, 3.778], [-5.953, -1.030, 2.521], [-5.894, -2.784, 2.533], [-9.322, -1.958, -0.818], [-10.989, -1.355, -0.917], [-10.575, -2.430, 0.359], [-9.113, 0.590, -1.132], [-9.561, 1.628, 0.226], [-10.816, 0.875, -0.743], [-11.621, -0.962, 2.393], [-11.269, -1.615, 4.000], [-10.750, -2.501, 2.605], [-10.469, 1.182, 3.230], [-8.912, 0.979, 4.058], [-10.370, 0.302, 4.771]]}

---

HOMO level, respectively: -0.33656; -0.15969; -0.36044 Ha.